(1)
Entry from the Open Molecules 2025 dataset: a cluster of 18 separate species, C76H92O32S8 in total in a non-equilibrium geometry (the ωB97M-V functional and the def2-TZVPD basis).

Results
* relative energy (zero: lowest compared OMol25 entry of this formula, charge and spin): 416.8 kJ/mol
* E_HOMO: -8.566 eV

Geometry as ORCA input:
```
! RIJCOSX wB97M-V def2-TZVPD def2/J DEFGRID3
* xyz 0 1
C -4.05679 -3.44289 -2.99339
C -4.63629 -3.08421 -4.40627
O -3.74237 -2.16907 -4.95325
S -3.04335 -1.22159 -3.78296
O -3.89275 -0.12433 -3.32831
O -1.60570 -0.95878 -4.14177
O -3.14475 -2.43057 -2.62689
H -3.38250 -4.29901 -3.01595
H -4.82721 -3.62822 -2.24492
H -5.69543 -2.88808 -4.23929
H -4.59661 -3.89531 -5.13336
C 6.69716 3.26259 4.33988
C 7.41526 1.91991 4.74251
O 6.36074 1.02151 4.88214
S 5.19565 1.28995 3.69338
O 3.88244 0.81152 4.20488
O 5.68592 0.81490 2.40380
O 5.35051 2.92474 3.82872
H 7.23531 3.72896 3.51465
H 6.66010 4.04671 5.09612
H 7.98817 2.01688 5.66472
H 8.11849 1.38638 4.10305
C 4.06965 3.49592 -1.93222
C 5.33358 4.31611 -2.29111
O 5.79986 4.77313 -1.08257
S 5.34123 3.81775 0.28201
O 4.61280 4.69309 1.20047
O 6.49337 3.01732 0.73180
O 4.43335 2.83186 -0.73207
H 3.76527 2.83533 -2.74405
H 3.13011 4.01371 -1.73922
H 5.10688 5.24390 -2.81637
H 6.16352 3.85798 -2.82909
C -0.88630 0.37551 7.04382
C -1.61637 -0.31680 8.16216
O -0.65698 -0.75295 9.09413
S 0.89855 -0.27101 8.80193
O 1.68366 -1.44437 8.37808
O 1.32034 0.57579 9.93999
O 0.42934 0.67911 7.53955
H -1.23737 1.36398 6.74753
H -0.74088 -0.16923 6.11096
H -2.29837 -1.10007 7.83132
H -2.17360 0.45819 8.68842
C -2.86334 3.68810 -2.38334
C -2.52617 2.31977 -1.75224
O -2.06971 2.56216 -0.41186
S -1.97065 4.19609 -0.06066
O -0.59652 4.61780 -0.40654
O -2.45708 4.51154 1.26833
O -3.03571 4.59707 -1.30360
H -3.72870 3.73450 -3.04447
H -2.07030 4.11136 -2.99981
H -1.79689 1.72871 -2.30622
H -3.43861 1.73706 -1.62578
C -2.23598 -3.77576 1.88057
C -1.09442 -4.46633 2.71723
O -1.46137 -4.16070 4.05971
S -1.94086 -2.56675 4.14767
O -0.80700 -1.69606 3.96291
O -2.89693 -2.32867 5.24561
O -2.79662 -2.72084 2.71152
H -3.12692 -4.36485 1.66310
H -1.88856 -3.25413 0.98877
H -0.06160 -4.18630 2.50992
H -1.04996 -5.55160 2.80844
C 2.26231 -3.09855 -5.49816
C 1.07412 -2.41872 -4.69952
O 1.32705 -1.07771 -4.99069
S 1.74939 -0.75272 -6.56668
O 2.78654 0.26226 -6.77341
O 0.52129 -0.76923 -7.36580
O 2.41340 -2.27481 -6.65369
H 2.01379 -4.07190 -5.92116
H 3.19183 -3.02971 -4.93306
H 1.02450 -2.56750 -3.62086
H 0.23588 -2.89946 -5.20384
C 4.94986 -3.79494 1.27032
C 3.93369 -2.97797 2.07773
O 3.17117 -2.28935 1.18458
S 3.83586 -2.09149 -0.27975
O 4.33080 -0.73103 -0.47886
O 2.92572 -2.60293 -1.26691
O 5.09673 -3.10210 0.03144
H 4.70358 -4.76431 0.83698
H 5.88841 -3.79036 1.82456
H 4.39051 -2.17791 2.66022
H 3.36304 -3.58062 2.78434
C -0.68330 -7.47726 -0.43489
C 0.01012 -7.38338 0.69837
C 0.72402 -6.20168 0.91951
C 0.82434 -5.17474 -0.04119
C 0.14329 -5.29459 -1.24272
C -0.57987 -6.48909 -1.40844
H -1.32716 -8.34071 -0.51431
H 0.07246 -8.16887 1.43696
H 1.29212 -6.14343 1.83618
H 1.48079 -4.40774 0.34246
H 0.38414 -4.55599 -1.99295
H -1.15822 -6.53135 -2.31956
C 1.59664 3.26104 -5.75431
C 1.47037 2.54902 -4.59785
C 0.94613 3.18794 -3.44375
C 0.64060 4.54005 -3.47576
C 0.72553 5.26108 -4.64643
C 1.17589 4.62051 -5.82896
H 2.02000 2.70442 -6.57732
H 1.85493 1.54498 -4.49570
H 0.83485 2.72765 -2.47312
H 0.47735 5.03040 -2.52744
H 0.48419 6.31375 -4.65273
H 1.33917 5.15974 -6.75035
C -2.03472 2.65578 -5.95090
C -2.41404 1.60555 -6.81133
C -3.34697 1.91204 -7.76227
C -3.96432 3.18679 -7.77629
C -3.66392 4.15032 -6.88017
C -2.73310 3.81111 -5.96206
H -1.26510 2.45549 -5.22017
H -1.79312 0.72977 -6.69357
H -3.67618 1.18516 -8.49004
H -4.67133 3.31670 -8.58230
H -4.24970 5.04266 -6.71592
H -2.37927 4.56903 -5.27888
C -6.16240 -3.13267 0.82162
C -7.27010 -2.32025 1.28473
C -7.06065 -0.98917 1.28489
C -5.96173 -0.42153 0.74753
C -4.95230 -1.19285 0.13932
C -5.07271 -2.59104 0.22981
H -6.37104 -4.18581 0.93884
H -8.20312 -2.65461 1.71377
H -7.84907 -0.38611 1.71045
H -5.85200 0.63247 0.95589
H -4.07173 -0.70830 -0.25592
H -4.31170 -3.23207 -0.19012
C 0.68931 4.83586 5.29337
C 0.73447 3.44262 5.26090
C 1.34888 2.74780 4.22058
C 1.92789 3.48875 3.17521
C 1.99922 4.89980 3.24378
C 1.32852 5.50229 4.29427
H 0.12180 5.38170 6.03255
H 0.17546 2.92839 6.02868
H 1.35336 1.66782 4.22536
H 2.30743 2.94574 2.32228
H 2.46923 5.41828 2.42117
H 1.22666 6.57659 4.33792
C 4.91891 0.09334 -4.35103
C 6.25472 0.41508 -4.58621
C 7.27264 -0.45067 -4.29327
C 6.92475 -1.67194 -3.73850
C 5.65249 -2.01176 -3.57517
C 4.58608 -1.11531 -3.76349
H 4.13197 0.74347 -4.70380
H 6.44546 1.41233 -4.95434
H 8.29937 -0.12224 -4.35940
H 7.75769 -2.34661 -3.60641
H 5.55540 -3.04849 -3.28853
H 3.53491 -1.32855 -3.63711
C -2.60052 1.72447 3.82406
C -3.61400 0.76323 3.92400
C -4.56870 0.95417 4.92607
C -4.56118 2.01482 5.78399
C -3.69576 3.08406 5.48464
C -2.70687 2.90359 4.54811
H -1.66674 1.42332 3.37265
H -3.53825 -0.16598 3.37882
H -5.23425 0.13670 5.16099
H -5.35204 2.21429 6.49192
H -3.71428 3.96154 6.11400
H -2.01658 3.72713 4.44004
C 3.75830 -6.58784 4.77411
C 2.40560 -6.85199 4.86543
C 1.46017 -5.82375 5.08218
C 1.92087 -4.53955 5.17485
C 3.29607 -4.30499 5.21981
C 4.28017 -5.26642 4.97366
H 4.50829 -7.29160 4.44450
H 2.07471 -7.85846 4.65580
H 0.41575 -6.08336 5.17265
H 1.20876 -3.73750 5.30145
H 3.70135 -3.30401 5.23327
H 5.32517 -4.99703 4.93146
C -6.43553 1.76056 -2.62721
C -6.16129 2.23492 -3.91510
C -6.52948 3.55894 -4.28537
C -7.18241 4.38283 -3.36512
C -7.62879 3.82093 -2.16848
C -7.28377 2.52319 -1.79455
H -6.19751 0.74940 -2.33173
H -5.55349 1.58290 -4.52489
H -6.32184 3.95072 -5.27015
H -7.41806 5.39789 -3.64890
H -8.21992 4.47808 -1.54789
H -7.62315 2.07478 -0.87252
C 0.07263 0.04822 -1.22775
C -0.90809 -0.41863 -0.36221
C -0.76638 -0.26577 1.00703
C 0.34672 0.32717 1.51059
C 1.41183 0.65207 0.67609
C 1.29382 0.53613 -0.71569
H -0.19833 0.00313 -2.27223
H -1.76511 -0.92936 -0.77581
H -1.56886 -0.53059 1.67957
H 0.39467 0.26452 2.58770
H 2.40246 0.94741 0.98885
H 2.10597 0.67387 -1.41415
*
```

These are the Löwdin partial charges, in e, on atoms 1 to 2:
1 C -0.173
2 C -0.177

---

(2)
Entry from the Open Molecules 2025 dataset: a cluster of 12 separate species, C77H135N7O24 in total in a non-equilibrium geometry (the ωB97M-V functional and the def2-TZVPD basis).

Results
* E_HOMO: -7.561 eV

Geometry as ORCA input:
```
! RIJCOSX wB97M-V def2-TZVPD def2/J DEFGRID3
* xyz 0 1
O 7.20240 -1.02926 -4.84267
N 6.39665 -0.38509 -4.19725
O 6.41439 0.85385 -4.19195
C 5.38345 -1.08565 -3.46487
C 5.10196 -2.47237 -3.61508
C 4.19012 -3.03405 -2.73164
C 3.57919 -2.33452 -1.71195
C 3.91147 -1.00452 -1.56828
C 4.74227 -0.35456 -2.46246
H 5.51628 -3.12349 -4.37057
H 3.92299 -4.06539 -2.90874
H 2.89825 -2.78508 -1.00505
H 3.50290 -0.35225 -0.81063
H 4.86462 0.71309 -2.35501
O -1.86277 3.63782 -2.49544
N -0.92435 3.73359 -3.28935
O 0.22633 3.70795 -2.89368
C -1.27807 4.08356 -4.67886
C -2.61467 3.98225 -5.13864
C -2.90036 4.34278 -6.43088
C -1.91120 4.83455 -7.26085
C -0.61287 4.99516 -6.82063
C -0.29603 4.63012 -5.52669
H -3.29248 3.62750 -4.37632
H -3.93692 4.33483 -6.73400
H -2.21517 5.23873 -8.21512
H 0.11562 5.31213 -7.55223
H 0.69789 4.79537 -5.13785
C -5.32709 -1.53911 -3.67464
C -3.82456 -2.12262 -3.92847
C -3.22664 -2.56806 -2.58139
C -3.84964 -3.41992 -4.72419
C -4.03782 -3.21794 -6.23445
C -2.98914 -2.18147 -6.68119
C -3.11448 -0.79423 -6.02323
C -1.76721 -0.04303 -6.46912
C -4.35688 -0.06803 -6.59572
N -2.97125 -1.11319 -4.58498
O -2.77760 0.02665 -3.77177
H -5.66563 -1.04611 -4.58593
H -5.93470 -2.37164 -3.31995
H -5.39945 -0.85343 -2.83042
H -2.19668 -2.90059 -2.71064
H -3.20714 -1.65758 -1.98244
H -3.78683 -3.27313 -1.96724
H -2.92309 -3.98113 -4.60317
H -4.67747 -4.04005 -4.38033
H -3.89851 -4.20611 -6.67288
H -5.06636 -2.95951 -6.48631
H -3.23298 -1.99748 -7.72751
H -1.93710 -2.46664 -6.68371
H -0.83571 -0.48151 -6.11113
H -1.67222 0.90830 -5.94563
H -1.74973 0.22999 -7.52423
H -4.84857 0.63792 -5.92641
H -5.09473 -0.78126 -6.96313
H -4.06034 0.57717 -7.42269
H -1.89519 -0.14085 -3.43281
C 6.00752 -0.84443 4.03262
C 4.62189 -0.50667 3.36919
C 4.34452 -1.29759 2.09952
C 3.48076 -1.04728 4.35634
C 3.15553 -0.10457 5.46127
C 2.84925 1.29003 4.96343
C 4.07304 1.91121 4.16400
C 3.52059 3.08368 3.44420
C 5.18249 2.27672 5.04562
N 4.48538 0.94979 3.10757
O 5.43069 1.42477 2.27468
H 6.02011 -0.61339 5.09778
H 6.10142 -1.90364 3.79314
H 6.79570 -0.27265 3.54280
H 3.36011 -1.06630 1.69266
H 5.05983 -1.01175 1.32833
H 4.48296 -2.37499 2.18975
H 2.54808 -1.29869 3.85136
H 3.70440 -1.97182 4.88860
H 2.30887 -0.58208 5.95448
H 3.87154 -0.07461 6.28257
H 2.55827 1.97609 5.75889
H 2.00559 1.35764 4.27656
H 2.80433 2.90324 2.64262
H 4.39591 3.58583 3.03218
H 3.13841 3.87436 4.08985
H 6.13848 2.47103 4.55939
H 5.37573 1.48996 5.77484
H 4.92745 3.15337 5.64106
H 4.94359 1.46337 1.44833
C -3.32007 6.97162 1.54881
C -2.74949 5.58878 1.33042
C -3.69934 4.99867 0.28306
C -1.31002 5.64313 0.74117
C -0.35559 6.15064 1.75066
C -0.30118 5.26014 3.02680
C -1.65306 5.01241 3.63056
C -1.46056 3.60101 4.29853
C -1.92701 6.22054 4.58357
N -2.70869 4.76955 2.57623
O -3.97158 4.49551 3.13108
H -3.49906 7.39814 0.56183
H -4.30485 6.73584 1.95220
H -2.81564 7.66828 2.21838
H -4.64817 4.96452 0.81846
H -3.83450 5.60937 -0.60962
H -3.29382 4.01051 0.06582
H -1.11688 4.66333 0.30438
H -1.35087 6.38397 -0.05732
H 0.54012 6.51159 1.24518
H -0.76604 7.09974 2.09538
H 0.31682 5.75589 3.77541
H 0.03972 4.30310 2.63189
H -1.13660 2.78794 3.64886
H -2.40797 3.17691 4.63118
H -0.68667 3.61719 5.06595
H -2.97563 6.50389 4.67418
H -1.41291 7.13525 4.28845
H -1.47594 6.03158 5.55771
H -3.96447 3.53572 3.11224
C 1.81304 -5.51225 4.59033
C 1.61661 -5.83902 3.11171
C 2.93440 -5.47274 2.39055
C 1.41328 -7.37849 2.96386
C 1.02016 -7.87580 1.62587
C -0.21806 -7.10601 1.10750
C -0.05877 -5.49536 1.17015
C 0.93980 -5.10669 0.05279
C -1.46658 -5.02007 0.98756
N 0.40669 -5.15778 2.53721
O 0.32095 -3.79144 2.88079
H 0.99442 -5.93901 5.16984
H 2.80493 -5.78373 4.95165
H 1.85696 -4.42918 4.70494
H 3.17443 -4.40968 2.37069
H 3.78049 -6.02578 2.79845
H 2.89462 -5.71808 1.32927
H 2.29800 -7.97832 3.17733
H 0.57988 -7.74156 3.56529
H 1.80972 -7.78891 0.87945
H 0.88670 -8.95382 1.71630
H -1.15241 -7.42901 1.56659
H -0.23676 -7.33576 0.04215
H 1.47092 -4.19333 0.32072
H 0.46307 -4.79566 -0.87677
H 1.59426 -5.89356 -0.32220
H -2.17779 -5.45523 1.68964
H -1.76087 -5.15754 -0.05292
H -1.53054 -3.93916 1.11265
H -0.15885 -3.85527 3.70984
C -0.51467 -0.59199 4.12532
C -1.53298 -0.95461 5.19692
C -1.62731 0.17921 6.26957
C -2.89065 -1.16955 4.37878
C -4.00658 -1.71177 5.31489
C -3.47280 -3.07992 5.82075
C -2.08782 -3.06201 6.53392
C -2.28394 -2.65590 8.00680
C -1.51032 -4.48010 6.58469
N -1.10405 -2.19268 5.82930
O 0.18888 -2.16824 6.36653
H -0.34001 -1.41587 3.43336
H -0.78699 0.31564 3.58666
H 0.48857 -0.37431 4.49168
H -2.55190 -0.01758 6.81224
H -0.73714 0.16235 6.89839
H -1.79261 1.12225 5.74856
H -3.08191 -0.15218 4.03751
H -2.72179 -1.82995 3.52821
H -4.25015 -1.02405 6.12471
H -4.94398 -1.95073 4.81260
H -3.49703 -3.81204 5.01358
H -4.24428 -3.39391 6.52384
H -1.35699 -2.75426 8.57176
H -2.87532 -3.36609 8.58474
H -2.60720 -1.63303 8.20000
H -0.52226 -4.39857 7.03766
H -1.31223 -4.95969 5.62612
H -2.02784 -5.16306 7.25836
H 0.09815 -1.66761 7.18061
C 2.44595 1.26756 -4.21645
C 3.36080 2.04101 -5.15612
C 3.47387 1.48580 -6.54958
O 3.17093 2.69853 -7.35223
C 2.81746 3.70876 -6.66495
O 2.75998 4.90590 -6.94450
O 2.81827 3.34880 -5.35312
H 2.83751 0.25622 -4.10704
H 1.42985 1.11045 -4.57834
H 2.23470 1.77392 -3.27461
H 4.36452 2.11291 -4.73722
H 2.81664 0.63156 -6.71213
H 4.44437 1.05554 -6.79676
C 2.94579 6.21446 -0.21977
C 2.55556 4.86764 -0.85923
C 3.26874 4.55142 -2.16618
O 3.75312 3.26368 -1.95408
C 3.63325 2.94876 -0.64301
O 4.13568 1.96399 -0.16805
O 2.99837 3.91704 0.01970
H 2.56820 7.13179 -0.67148
H 4.03091 6.27825 -0.30058
H 2.72574 6.32832 0.84170
H 1.49465 4.65530 -0.99140
H 4.04757 5.31149 -2.22806
H 2.59540 4.63919 -3.01882
C -5.88220 2.19164 -1.57899
C -5.43259 1.15772 -0.52659
C -3.92145 0.90236 -0.51733
O -3.77059 0.65655 0.86938
C -4.72641 1.14630 1.60962
O -4.80579 1.19008 2.83201
O -5.67357 1.64688 0.76644
H -5.52400 3.15368 -1.21255
H -6.96597 2.08567 -1.62696
H -5.36234 2.09881 -2.53252
H -6.05664 0.26837 -0.43879
H -3.26290 1.68694 -0.88993
H -3.63541 0.03851 -1.11737
C 0.01824 -3.82398 -4.12946
C 1.21880 -4.27695 -4.98471
C 0.90455 -4.44029 -6.45948
O 1.65929 -3.40767 -7.07203
C 2.38627 -2.74997 -6.13136
O 3.28724 -1.99054 -6.44281
O 2.25238 -3.26872 -4.93893
H 0.27488 -3.57905 -3.09881
H -0.81518 -4.52594 -4.15736
H -0.43593 -2.95007 -4.59647
H 1.52968 -5.23686 -4.57238
H -0.16076 -4.41657 -6.68895
H 1.41229 -5.33132 -6.82876
C -0.20985 1.85991 0.33443
C 0.50401 0.46297 0.24768
C -0.35132 -0.79099 0.47849
O -0.79660 -1.11226 -0.83681
C -0.02365 -0.54724 -1.72172
O -0.10991 -0.63668 -2.94526
O 0.86914 0.28110 -1.03851
H -0.42828 2.00605 1.39227
H -1.04896 1.89810 -0.36021
H 0.53595 2.56704 -0.02869
H 1.45613 0.45428 0.77825
H -1.15448 -0.51703 1.16258
H 0.17076 -1.63853 0.92259
*
```

These are the Löwdin partial charges, in e, on atoms 1 to 2:
1 O 0.089
2 N -0.337